85
Properties=species:S:1:pos:R:3:forces:R:3 method="wB97M-V/def2-TZVPD" energy_ev=-92611.2062 total_charge=+1 orbital_gap_ev=8.7 multiplicity=1 e_homo_ha=-0.413
C -5.15968 1.88380 -2.02614 2.2 4.0 -6.3
H 5.08232 -2.84620 -2.38814 0.0 0.5 -0.3
N -0.99168 -2.05120 -0.90014 -0.6 0.7 2.1
H 3.54632 1.98780 -2.87314 0.5 -1.6 0.1
C -5.31968 0.48780 -2.45514 0.0 0.2 1.4
H -0.10768 0.94280 4.70186 0.0 0.3 -1.1
H -1.46668 -3.33620 1.91386 -2.1 -1.8 1.3
H -2.43268 -3.75420 5.08186 -1.6 -0.4 -0.6
C -5.46568 -2.13020 4.80786 -3.1 1.2 -0.4
C 0.92332 2.08680 1.70886 3.5 4.0 -3.5
O 2.69232 -3.10620 0.15086 0.9 -0.8 -0.1
C -3.28468 -3.06720 4.84086 1.6 -0.3 -0.4
C 2.77732 3.37880 -4.36414 -0.3 -3.0 -0.5
H 1.08232 3.31380 1.93886 1.0 -3.4 -1.0
C 5.49632 -2.34520 -1.51314 2.6 -2.8 -3.7
H 1.28032 -0.57520 3.79286 0.8 0.5 -1.3
H 3.48332 3.97980 -4.86914 1.1 0.1 -0.6
C -0.04668 1.77980 2.60486 -8.1 -5.2 1.1
H 0.05932 2.55780 -3.91214 0.8 -0.2 0.4
C -0.93868 -2.52020 1.61886 4.4 3.4 -1.5
F -2.79868 0.42780 4.75586 -1.1 0.9 -0.6
S 4.08232 -2.75020 0.47186 -3.9 1.9 3.1
H 0.07832 0.08780 -1.15014 -1.3 -3.5 -0.3
H -5.39268 0.18880 5.10686 -0.3 -1.4 -0.6
C 1.48532 4.07380 -4.34314 0.1 2.9 -0.7
S 1.57832 2.97780 -2.07814 1.9 2.6 4.3
C -2.73268 -1.82620 4.63586 1.6 0.5 -1.1
O 3.44232 1.40880 1.91286 1.4 0.1 -0.4
H 1.01732 -1.45820 -1.02214 -0.8 0.3 -0.4
C -1.43068 -1.62520 0.53586 -2.5 3.3 0.7
S 2.14832 0.82580 1.92686 1.0 2.3 1.5
O 4.25132 -2.16120 1.79986 0.6 -1.1 -1.1
H -1.65768 -1.73020 -1.56514 -2.6 -0.6 -0.5
H -0.03868 -2.92220 1.12986 0.2 -0.4 0.3
C 5.20632 -3.99620 0.05586 -1.2 -4.2 2.0
C 4.59132 -1.65420 -0.75114 -2.3 5.2 4.2
H -6.69568 -2.20320 4.83486 3.5 0.0 0.0
O -4.20768 -0.37620 -4.59614 0.9 -0.9 0.4
H 2.49432 0.45680 4.20386 3.6 0.9 2.7
H -1.53768 -1.76020 4.40986 -3.2 0.2 1.1
H -5.50868 2.61980 -2.85514 -0.2 -1.2 1.3
H 0.01032 -1.26120 -2.51514 0.1 0.3 1.0
C -4.68068 -3.27920 4.75086 0.6 1.6 0.6
H -0.13868 3.99180 -3.24214 -6.2 5.2 2.6
O 1.62532 4.10880 -1.07014 -0.7 -2.5 -2.8
H -5.10368 -4.25820 4.68486 -0.2 -0.3 0.3
C -3.56668 -0.67520 4.59686 1.9 -1.9 1.3
H -3.39968 1.98380 -1.16814 4.6 -3.2 9.7
H 5.69232 -4.37720 0.92186 -0.2 -0.3 1.4
H 6.16932 -1.60720 -1.65514 2.6 1.9 -2.4
O 1.42932 1.65780 -1.54014 -1.3 -1.3 0.2
C 6.23732 -3.38120 -0.73114 3.1 2.6 0.2
H -0.41668 -1.80020 2.34886 -1.5 -1.3 -0.4
H -6.15768 0.49380 -3.05514 -1.6 -1.0 -1.6
H 3.72832 -1.27720 -1.23114 -1.1 0.1 -0.6
C 1.74532 0.42780 3.56186 -6.1 -1.8 -0.6
H -0.74468 2.57480 2.52686 -1.2 0.5 1.0
C 3.15932 2.95580 -2.89714 -1.8 1.2 -1.6
H 4.99532 -0.65720 -0.21814 -0.5 -2.4 -0.8
H -2.00568 1.37780 -3.06614 -0.6 0.0 -0.2
H 0.60132 1.94680 0.68286 0.2 0.5 -0.2
C 0.01332 -1.12820 -1.40014 4.8 2.4 -1.0
O -3.14468 -0.81820 -2.25914 0.8 -1.1 -0.3
H 6.81032 -4.03720 -1.32614 0.3 -0.9 -0.9
H -5.67868 2.04080 -1.20314 -2.1 1.2 3.9
H 4.57432 -4.91620 -0.27814 1.2 1.8 -0.3
C -3.66968 2.19880 -2.00114 -2.7 4.4 -8.9
C -3.09568 1.56780 -3.20514 2.7 -3.0 1.5
H 3.68532 3.55080 -2.18614 1.0 1.1 -0.3
H -3.21268 3.18180 -2.28314 -1.6 0.4 1.3
C 0.56632 3.40480 -3.40914 3.8 -4.8 -2.0
H 7.12932 -2.78120 -0.15514 -2.4 -1.6 -0.5
C -4.92068 -0.78120 4.80086 0.3 0.0 0.4
H 0.98432 2.13580 4.30186 1.8 4.1 2.1
H -0.75568 -3.06420 -0.94414 0.0 1.0 -0.2
H 1.69532 5.15680 -4.30414 -0.5 -0.1 1.6
H -0.79368 0.71180 2.26486 2.1 3.0 0.6
O 1.78032 -0.23220 1.08586 -0.8 -2.4 -2.2
H 2.45132 2.42780 -4.96914 1.7 1.2 1.1
H 0.90232 4.15680 -5.21914 0.0 -0.7 -1.9
H -5.53268 0.09080 -1.49614 0.1 -2.0 0.4
S -3.84868 -0.02920 -3.24414 -1.4 1.1 -0.8
H -3.19768 2.10680 -4.08214 -0.8 0.9 -1.8
O -2.00868 -0.54320 0.66886 2.0 -3.9 -1.1
C 0.50332 1.38380 3.87886 0.8 -3.4 1.6


31
Properties=species:S:1:pos:R:3:forces:R:3 method="wB97M-V/def2-TZVPD" energy_ev=-16823.2871 total_charge=0 smiles=Cc1ccc(O)cc1.Cc1ccccc1 orbital_gap_ev=8.6 multiplicity=1 e_homo_ha=-0.296
H 1.44283 -2.72883 0.81535 -1.1 -0.1 2.0
C -1.28109 1.72359 3.96866 -3.0 0.4 -1.7
H -0.39883 -2.78195 4.07442 0.2 -0.4 -0.7
C 0.42988 -0.73520 -3.76278 -3.1 2.4 -1.1
C -0.19975 -1.88583 3.49460 0.8 0.2 0.3
H 0.33831 2.06480 -1.77423 -0.7 -0.7 -1.3
H 2.74193 1.01658 -2.50133 -0.6 -1.5 1.1
C 0.36506 0.65216 2.35268 -2.3 -1.4 2.2
H -1.29482 -0.90592 4.96679 0.0 0.5 0.3
C 0.83836 0.25349 -2.85623 -1.3 -1.0 -0.6
H 0.99461 -1.65098 -3.82580 0.0 0.0 -0.6
C -0.50024 0.57301 3.51110 1.5 -2.6 -0.6
C -1.24342 1.37773 -3.20954 -0.9 3.5 2.6
C -0.82126 -0.47242 -4.50065 2.0 -0.9 2.9
C -1.73327 0.50647 -4.10718 0.9 -1.9 -1.8
C 2.15349 0.04402 -2.26240 3.0 1.3 -1.3
H -1.99014 2.06888 3.07753 1.7 -0.3 1.6
H 0.42356 1.53837 1.80098 0.4 1.5 -0.4
C 0.85522 -0.49265 1.79433 1.0 -2.2 0.0
O 0.98014 -2.92901 1.69517 1.1 -0.3 -1.7
H 2.71941 -0.71963 -2.83055 -0.4 0.3 0.0
C 0.55748 -1.81060 2.32384 0.0 2.3 -0.2
H -1.15961 -1.22518 -5.11762 -0.5 -1.5 -1.6
H -1.93258 2.18470 -2.89177 0.5 -0.4 -0.1
H -2.75230 0.49496 -4.53182 0.8 0.4 0.3
H -0.71753 2.54023 4.34850 0.4 0.8 0.2
H 1.60904 -0.41552 0.97996 -0.9 -0.2 0.3
H -2.04394 1.41656 4.68802 0.4 0.0 0.3
C -0.64475 -0.72541 4.12527 -0.1 1.8 -2.0
C 0.00038 1.34581 -2.58405 0.7 -0.5 0.5
H 2.26385 -0.32223 -1.26123 -0.3 0.5 0.9


88
Properties=species:S:1:pos:R:3:forces:R:3 method="wB97M-V/def2-TZVPD" energy_ev=-323896.5648 total_charge=-1 orbital_gap_ev=5.6 multiplicity=1 e_homo_ha=-0.138
C -0.97346 -2.51739 4.17463 0.0 0.0 -0.1
C 3.53717 2.85424 -1.88247 0.0 0.0 -0.1
C 2.61361 1.86136 -1.53171 0.0 -0.1 0.0
H -0.50880 0.12601 5.80783 0.0 0.0 0.0
C 2.52118 -0.96557 1.07786 0.0 0.0 0.0
C 3.13285 -1.28528 3.79042 0.0 0.0 0.0
C -1.04572 2.44372 -4.11131 -0.1 0.0 -0.1
C 2.92649 -2.20739 -1.46033 0.0 0.1 -0.1
Se -0.51824 -0.98489 -2.89672 0.0 0.1 -0.3
C 5.35010 1.31403 -1.66350 0.0 0.0 0.0
Se -0.91517 -3.04445 -0.30440 0.1 -0.1 0.1
H -0.55980 4.70408 -1.98963 0.0 0.0 0.0
H -0.57611 4.31073 -0.25737 0.0 0.0 0.0
H -4.40077 -2.52456 1.74983 0.0 0.0 0.0
H -1.55061 -2.91334 5.01837 0.0 0.0 0.0
N -2.07137 -0.31648 -2.13351 0.1 -0.3 -0.1
H -2.89084 0.06907 -4.07179 0.1 0.0 0.0
In -1.02669 -0.20744 1.15695 -0.2 0.0 0.3
H 4.75197 -5.02704 -3.41279 0.0 0.0 0.0
H -0.20595 3.14267 -4.10961 0.0 0.0 0.0
H -4.48508 1.23118 1.31285 0.0 0.0 0.0
H 1.41705 -2.80105 1.29308 0.1 0.0 0.0
C -3.31151 -0.10904 2.53757 -0.1 0.0 0.0
H 4.11027 0.61666 3.62545 0.0 0.0 0.0
C -1.44954 0.01356 3.87080 0.0 0.1 0.0
C -5.53736 1.63734 -2.42106 0.0 0.0 0.0
C 4.24724 -4.23772 -2.87011 0.0 0.0 0.0
H -3.16700 2.47984 4.36630 0.0 0.0 0.0
O 1.07363 3.66120 -1.29740 0.0 0.0 0.1
H -0.64595 1.43663 -4.18474 0.0 -0.1 0.0
Se -1.45459 -4.34675 -2.09612 -0.1 -0.2 -0.3
H 3.58596 -3.21406 -4.63923 0.0 0.0 0.0
H 3.59025 0.89407 1.24406 0.0 0.0 0.0
H 0.62250 0.24884 4.46436 0.0 0.0 0.0
N -4.49035 4.89541 -2.00296 0.0 0.0 0.0
H -3.72273 -3.33560 3.15937 0.0 0.0 0.0
C -2.45526 0.77987 3.24198 0.0 0.1 0.2
C -0.38247 0.52512 4.79613 0.0 0.0 -0.1
H 4.81635 -0.65949 -1.06519 0.0 0.0 0.0
C 4.23917 -4.23540 -1.48512 0.0 0.0 0.0
P 1.97814 -0.83258 -0.67114 0.1 0.1 0.1
C 4.44809 0.32991 -1.30459 0.0 0.0 -0.1
C -1.67467 -1.34720 3.55336 0.0 0.0 0.0
C 2.05044 -2.07198 1.79270 0.0 -0.1 0.0
H -1.74057 2.81830 3.39206 0.0 0.0 0.0
H 4.73759 -5.02609 -0.93786 0.0 0.0 0.0
C 3.25057 0.00486 1.76016 0.0 0.0 0.0
H -3.31507 2.65653 2.62293 0.0 0.0 0.0
H 5.58019 3.37057 -2.24440 0.0 0.0 0.0
C 4.88973 2.58714 -1.95916 0.0 0.0 0.0
N 0.12674 1.64376 -1.62877 0.0 0.1 -0.1
C 2.94440 -2.22039 -2.85752 -0.1 -0.1 0.0
H -0.41564 1.61312 4.87025 0.0 0.0 0.0
C 1.19304 2.31108 -1.48532 0.0 0.0 0.0
C -0.33226 3.93455 -1.25058 0.0 0.0 0.0
C -2.83536 -1.42662 2.74309 0.1 -0.1 -0.2
N -6.55343 1.10200 -2.38637 0.0 0.0 0.0
C 3.07212 0.56489 -1.23440 0.0 0.1 0.1
H -4.04532 -0.13840 -2.77344 0.0 0.0 -0.1
C -3.06658 0.28187 -3.00864 0.0 0.0 0.1
H 3.59845 -3.24910 0.29559 0.0 0.0 0.0
H -2.44124 -1.10428 -1.60363 -0.1 0.2 0.1
H -1.65094 2.64611 -4.99721 0.0 0.0 0.0
H -2.24770 3.66641 -2.87073 0.0 0.0 0.0
C -4.29088 2.35624 -2.47632 -0.1 0.1 0.0
Se -1.27690 -2.80636 -4.02834 0.0 -0.1 0.1
H 2.44801 -1.43204 -3.40937 -0.1 0.1 0.0
C 2.37702 -2.24457 3.12803 0.0 0.1 0.0
H -5.41714 0.37256 2.53049 0.0 0.0 0.0
C -2.67703 2.25585 3.41271 0.1 0.0 -0.1
C -1.87253 2.64085 -2.84328 0.0 0.0 0.1
H -2.83301 -3.29666 1.63981 0.0 0.0 0.0
C 3.59740 -3.22075 -3.55661 0.0 0.0 0.0
C -1.00495 2.57994 -1.55095 0.0 -0.1 0.0
C -4.40560 3.76843 -2.21397 0.0 0.0 0.0
H 3.38178 -1.41436 4.83643 0.0 0.0 0.0
C -3.11002 1.77073 -2.77239 0.0 0.1 -0.1
C -3.47529 -2.70826 2.29606 -0.1 0.0 0.1
C -4.57977 0.27397 1.83180 0.0 0.0 0.0
H 0.00802 -2.23183 4.55504 0.0 0.0 0.0
H 2.02346 -3.12059 3.65617 0.0 0.0 0.0
H -0.83578 -3.33853 3.46699 0.0 0.0 0.0
C 3.54866 -0.15213 3.10868 0.0 0.0 0.0
C 3.58696 -3.22726 -0.78571 0.0 -0.1 0.1
H -4.86421 -0.46968 1.08773 0.0 0.0 0.0
H 3.17307 3.84671 -2.10256 0.0 0.0 0.0
H 6.40824 1.08773 -1.70644 0.0 0.0 0.0
H -1.65066 2.28288 -0.72116 0.0 -0.1 0.0


57
Properties=species:S:1:pos:R:3:forces:R:3 method="wB97M-V/def2-TZVPD" energy_ev=-355472.9537 total_charge=0 orbital_gap_ev=7.5 multiplicity=1 e_homo_ha=-0.286
H 3.60982 1.12251 -0.32731 0.0 0.0 0.0
H 1.80067 5.12916 -5.13699 0.0 0.0 0.0
C 1.23834 3.46496 -1.68338 0.1 0.1 0.0
N 1.30077 -2.35614 0.60759 -0.1 0.0 -0.1
Br -3.88802 2.88582 -2.14608 0.0 0.0 0.0
H 4.25581 2.27404 4.14333 0.0 0.0 0.0
C -2.45858 5.18920 0.92097 0.0 0.0 0.0
C -2.32495 -0.36340 -0.13030 -0.1 0.0 -0.1
H 5.64171 4.67446 0.88286 0.0 0.0 0.0
C -4.66608 -0.32496 0.41786 0.0 0.0 0.0
Br -6.50859 1.66074 -0.47911 0.0 0.0 0.0
C -0.36385 4.00871 1.05421 -0.1 0.0 0.0
N 2.77504 -0.63637 0.11345 -0.1 -0.1 -0.2
Ti 0.22235 0.07738 -1.10521 -0.5 -0.1 0.1
C 4.87826 4.05152 1.33119 0.0 0.0 0.0
H 0.96158 5.46741 -0.95682 0.0 0.0 0.0
H 3.53372 -1.31507 0.10897 0.0 0.1 0.0
H 1.33542 6.52423 -3.14961 0.0 0.0 0.0
C 2.70911 3.00145 1.20953 0.0 0.0 0.1
C 1.53399 -1.23837 -0.22071 0.2 0.1 0.4
C -3.41021 -0.93551 0.50500 0.0 0.0 0.1
O -1.09421 -0.89079 -0.15075 0.0 0.3 0.1
Br -3.10744 -2.52497 1.46831 0.0 0.0 0.0
C 4.10013 2.70529 3.16291 0.0 0.0 0.0
C -0.96568 5.58674 2.76514 0.0 0.0 0.0
H 5.99806 3.70396 3.12707 0.0 0.0 0.0
C 2.92419 2.44930 2.47168 0.0 0.0 0.0
Sb 0.89487 2.54215 0.20526 0.2 0.1 0.0
H -0.73335 6.10165 3.68856 0.0 0.0 0.0
H 1.89502 2.66683 -4.91952 0.0 0.0 0.0
C 1.69873 3.28336 -4.05231 0.0 0.1 0.0
H 1.33981 -2.06446 1.57829 0.1 0.0 0.0
C 1.49792 2.69386 -2.81324 0.0 -0.1 -0.1
C -1.56277 4.27100 0.39486 0.0 0.0 0.0
H 1.58031 1.60813 -2.77786 0.0 0.0 0.1
H 2.17574 1.80526 2.92120 0.0 0.0 0.0
C 1.38655 5.44704 -3.05634 0.0 0.0 0.0
H 0.86636 4.47321 2.75931 0.0 0.0 0.0
C -3.72593 1.39350 -1.00503 0.0 0.0 0.0
C 1.18479 4.84950 -1.81974 -0.1 0.0 0.0
C -2.15949 5.84607 2.10720 0.0 0.0 0.0
C 1.64423 4.66479 -4.17211 0.0 0.0 -0.1
N 2.99425 0.45190 -0.77445 0.1 0.0 0.1
H -3.39110 5.38237 0.40601 0.0 0.0 0.0
H 0.38032 -2.73898 0.42510 0.0 0.0 0.0
C 3.69784 3.80208 0.64267 0.0 0.0 0.0
C -4.82270 0.83324 -0.34044 0.0 0.0 0.0
O -1.35704 1.23506 -1.46918 0.1 -0.1 -0.1
H 3.55238 4.23461 -0.34029 0.0 0.0 0.0
H -1.80056 3.76050 -0.53077 0.0 0.0 0.0
C 5.07853 3.50677 2.59151 0.0 0.0 0.0
H 3.40361 0.13411 -1.65024 0.0 0.0 0.0
S 1.27820 -1.59452 -2.07937 0.2 -0.2 -0.3
C -0.06696 4.66560 2.24261 0.1 0.0 0.0
C -2.47180 0.81520 -0.88145 -0.1 0.0 0.0
H -2.85908 6.56068 2.52133 0.0 0.0 0.0
Br -6.12926 -1.08551 1.32598 0.0 0.0 0.0


13
Properties=species:S:1:pos:R:3:forces:R:3 method="wB97M-V/def2-TZVPD" energy_ev=-31070.8695 total_charge=+1 orbital_gap_ev="8.8 / 8.9" multiplicity=1 e_homo_ha="-0.541 / -0.521"
P 1.17271 0.69578 1.82824 2.2 -0.3 -1.4
H 2.89100 0.80310 0.18975 -1.9 -0.2 1.7
H -2.43827 0.76463 0.60334 -0.2 -0.1 -0.1
H 0.80236 1.99996 1.47509 -0.1 0.3 -0.2
H 0.04017 -2.67886 0.66446 0.4 -0.2 -0.1
H -0.12349 1.11891 -1.59700 0.1 -0.1 0.1
H -0.86892 -1.89613 2.30921 0.0 0.0 0.3
H -1.09300 -0.36024 -1.80193 0.0 0.0 0.1
C -0.20757 0.06439 -1.32530 0.2 0.0 0.6
O -1.53751 0.94470 0.89596 0.1 0.1 0.3
P -0.37351 -0.07867 0.49529 -0.7 0.4 -1.1
P -1.17877 -2.06287 0.95233 -0.1 0.2 -0.1
H 0.67223 -0.47087 -1.66739 0.1 -0.1 -0.1


Relative energy (zero: lowest compared OMol25 entry of this formula, charge and spin) readings, ordered: 75.9; 44.9; 0.0; 10.4; 44.1 kcal per mole